Density functional theory data (wB97M-V/def2-TZVPD) for an isolated molecule of C4H7NO.

Values from the calculation:
Orbital gap in Ha: 0.396
Total charge: 0
SMILES: C=NCCC=O
LUMO energy in hartree: 0.0346

Geometry as XYZ:
```
13
Properties=species:S:1:pos:R:3:mulliken_charge:R:1
O -2.38276 -0.97194 0.80513 -0.4791
N 0.20656 0.66312 -1.17735 -0.4052
C -0.46636 0.44411 1.15130 -0.4305
C -1.18434 -0.83793 0.80188 0.0093
C 0.69315 0.72252 0.19011 -0.5410
C 0.64857 -0.27377 -1.90237 -0.2768
H -0.51934 -1.69281 0.53953 0.3249
H -0.06766 0.33730 2.17008 0.3262
H 0.28120 -0.38364 -2.92316 0.2743
H 1.07539 1.73132 0.37895 0.3151
H 1.39403 -1.00610 -1.55553 0.2462
H 1.51735 0.00993 0.37135 0.3618
H -1.19579 1.25789 1.15008 0.2747
```

=====

Density functional theory data (wB97M-V/def2-TZVPD) for a structure of composition C33H38BrF2MoN2O8SSi in a non-equilibrium geometry.

Values from the calculation:
Orbital gap (alpha / beta) in Ha: 0.247 / 0.263
Total charge: -1
LUMO energy (alpha / beta) in hartree: 0.0659 / 0.0635
Spin multiplicity: 3
<S²>: 2.020

Geometry as XYZ:
```
87
Properties=species:S:1:pos:R:3:mulliken_charge:R:1
Mo -0.74102 0.63549 -0.75955 -0.0667
Br 2.25888 -1.98353 -0.38910 -0.0170
S -2.99302 -1.48356 -0.23703 1.4044
Si 0.81679 -0.30105 3.90405 -0.1624
F 1.95923 2.26871 0.02154 -0.2288
F 0.86440 3.22726 -1.60002 -0.3999
O -1.60220 2.49219 -2.01340 -0.2415
O -1.27948 0.02097 -2.67422 -0.1509
O -0.47311 -2.50183 -3.33797 -0.6497
O -1.42911 -1.36613 -0.38562 -0.4581
O -3.59133 -0.30421 -0.86494 -0.7356
O -3.43541 -2.78488 -0.65272 -0.7424
O -3.89691 2.87082 0.63193 -0.7359
O -1.93669 1.76185 0.41753 -0.3175
N 0.63412 0.88846 -3.51127 -0.1594
N 1.07842 0.33215 -2.35033 0.5175
C -2.79366 4.55925 -1.61176 -2.0768
C -0.41217 -2.08232 -4.62496 0.3272
C -0.19500 -2.69402 -6.98358 -0.3357
C -4.00911 2.52873 -2.30195 -1.8359
C -0.66580 -0.40342 -6.34345 -0.4756
C -0.11643 0.97446 4.91187 -0.7907
C -3.32054 -1.34090 1.51874 -0.0698
C -0.68658 0.41247 -3.85793 0.1021
C 7.68848 -0.53796 0.62396 -0.5880
C 7.29792 -1.06979 1.84302 -0.2377
C 0.34314 0.08021 2.10231 0.0140
C 5.32444 -0.41743 -0.04327 0.5213
C -3.61028 -0.10155 2.09145 0.0010
C -2.83020 3.04177 -1.47971 2.2039
C 3.09314 -0.47247 -1.25882 0.5852
C 2.39375 0.21189 -2.26478 -0.9740
C 0.66764 2.43229 -0.45353 0.0804
C -0.20265 -3.05947 -5.65410 -0.6673
C 4.98751 -0.91439 1.24177 0.3344
C -2.92892 2.55493 -0.04068 -0.2012
C -0.58213 -0.72290 -4.96664 0.3316
C 0.46086 -2.08617 4.38959 -0.6846
C -3.14818 -2.51866 2.26011 -1.0506
C -3.21742 -2.41928 3.64941 -0.7010
C -3.52081 -1.19153 4.26922 1.4056
C -3.67334 -1.16444 5.77082 -1.4945
C 4.37731 0.01762 -1.03932 -0.8164
C -3.70137 -0.03492 3.47877 -0.6089
C -0.44716 -1.35112 -7.32438 -0.6178
C 0.28390 0.28404 0.87197 0.9636
C 2.67769 -0.15987 4.12819 -0.7637
C 5.96454 -1.30607 2.13707 -0.6736
C 6.71751 -0.22032 -0.30343 -0.5125
H -3.72417 0.80546 1.46854 0.0660
H 3.17489 -0.98543 3.59802 -0.0707
H -3.78494 4.94179 -1.37164 0.4519
H -4.04041 2.98752 -3.29654 0.4437
H -0.92718 3.16844 -2.20689 0.2369
H 2.90508 -0.26175 5.19276 0.4250
H -0.02748 -3.41809 -7.79424 0.3439
H -4.57008 -0.65622 6.07274 0.4349
H 8.07552 -1.27200 2.59221 0.3173
H 0.31811 1.95561 4.76092 0.3403
H 7.00294 0.22983 -1.25966 0.3046
H -0.44722 -1.07062 -8.39268 0.3258
H -0.89414 -1.76396 -2.81172 0.3231
H -0.01374 0.74996 5.98106 0.2990
H -0.59972 -2.34798 4.43296 0.0607
H -2.82816 -0.67922 6.27337 0.2568
H -2.60275 4.88286 -2.62622 0.4527
H -4.95117 2.78842 -1.80876 0.4046
H -0.86967 0.64790 -6.62361 0.3012
H 5.72050 -1.81845 3.07565 0.3380
H -3.87845 0.92564 3.96052 0.3673
H -2.07200 5.02755 -0.94133 0.4407
H -3.69877 -2.18888 6.15199 0.3570
H -1.19145 0.98705 4.66350 0.1195
H 3.09728 0.77393 3.75855 0.3344
H -3.04091 -3.30289 4.27689 0.2703
H -1.25626 1.22760 -4.30292 0.2091
H 3.92373 -0.95772 1.53789 0.0604
H 1.33079 0.93968 -4.27265 0.4087
H 8.75064 -0.38675 0.35546 0.3168
H -0.05850 -4.09536 -5.35263 0.4075
H 0.11615 3.05978 0.29472 0.1632
H 0.95023 -2.77503 3.68694 0.2982
H -3.96711 1.44184 -2.41834 0.2993
H -2.96534 -3.47524 1.70847 0.3699
H 2.96898 0.73559 -3.01259 0.3718
H 4.73436 0.80783 -1.68858 0.2697
H 0.89076 -2.23009 5.40298 0.3304
```

=====

Density functional theory data (wB97M-V/def2-TZVPD) for a structure of composition C24H33BrN4O5Sn.

Values from the calculation:
Orbital gap in Ha: 0.297
Total charge: +2
LUMO energy in hartree: -0.2051

Geometry as XYZ:
```
68
Properties=species:S:1:pos:R:3:mulliken_charge:R:1
Sn 0.25367 -0.17441 -0.46309 2.5563
Br -4.62094 -1.84258 0.82966 -0.1319
O 0.47763 -0.75210 1.58108 -1.0239
O -1.91313 -0.86462 0.05451 -0.4815
O 1.05001 1.25199 1.03184 -0.7881
O -1.35532 1.17552 -0.34592 -0.6865
O 0.96391 -1.50327 4.07866 -0.4010
N 1.10795 1.54879 -1.71568 -0.2528
N 0.29659 -2.46887 -0.65383 -0.0969
N 2.58835 -0.56434 -0.62231 -0.2213
N -0.74946 -0.66862 -2.52126 -0.2128
C 1.16963 0.22741 5.71713 -0.9671
C -5.82839 0.62660 1.29794 -0.5822
C 1.20723 2.12112 3.68812 -0.2829
C 2.98798 -1.67743 -1.51744 -0.2510
C -2.25778 0.33396 0.08127 0.9119
C 0.86437 0.40505 1.97402 0.9995
C 1.46841 -3.16599 -0.07012 -0.6990
C -1.22117 -2.07320 -2.51263 -1.0678
C -0.11387 -2.96624 -1.98140 -0.4802
C 1.05692 0.76161 3.36560 -0.0300
C 0.21542 2.06348 -2.78843 -0.6671
C -4.64096 0.04355 0.88419 0.0547
C -5.94755 2.00553 1.35600 -0.5247
C -4.88278 2.82225 0.99930 -0.9324
C -3.69987 2.24855 0.58542 -0.3110
C 2.51632 1.35847 -2.12501 -0.5167
C 2.74187 -3.04619 -0.89752 -1.0436
C 0.06942 -0.33980 -3.71490 -0.2965
C 1.30102 1.57032 6.00748 -0.4932
C 3.25040 0.71375 -0.96835 -1.1422
C 1.32638 2.52895 4.99413 -0.9780
C -3.55369 0.85728 0.52040 0.1735
C 1.05326 -0.19603 4.39637 1.0216
C 0.11936 1.15580 -4.01096 -0.9586
H -0.46194 -3.99865 -1.91529 0.4031
H 1.60341 -2.74002 0.92395 0.3261
H 2.77113 -3.78079 -1.70328 0.4189
H -0.76391 2.19280 -2.32790 0.2765
H 1.07483 -0.72328 -3.55024 -0.0685
H 1.38820 1.87835 7.04107 0.4234
H 0.93655 1.33928 -4.70867 0.4130
H 3.56930 -3.30328 -0.23319 0.3908
H 0.95973 -2.03262 4.88571 0.3398
H 4.04313 -1.57744 -1.78062 0.5799
H 4.30511 0.55584 -1.19685 0.5655
H -0.48351 -2.61653 -0.01436 0.3531
H -2.07446 -2.12662 -1.84073 0.2607
H -4.97774 3.89778 1.04662 0.4334
H 0.75683 -2.95263 -2.63621 0.4541
H 0.55909 3.05395 -3.09234 0.4541
H 1.43478 3.57619 5.23567 0.4449
H 1.22158 -4.22034 0.07097 0.4251
H 1.16187 -0.50591 6.51482 0.3501
H -6.65969 -0.00718 1.57185 0.4514
H -1.56077 -0.05276 -2.50528 0.4065
H 2.84932 -0.81168 0.33017 0.3521
H -1.54643 -2.38760 -3.50431 0.5846
H -0.32453 -0.87219 -4.58238 0.5594
H 1.21279 2.84237 2.88314 0.4351
H -0.78975 1.44855 -4.54074 0.3642
H 3.18113 1.36387 -0.09818 0.3502
H 1.11357 2.24651 -0.97085 0.3485
H 2.54489 0.74074 -3.02063 0.4653
H -2.85946 2.87104 0.31483 0.5079
H 2.42344 -1.57530 -2.44310 -0.0811
H 2.97244 2.31945 -2.37038 0.3992
H -6.88211 2.44179 1.68245 0.4161
```

=====

Number 1: calculated total energy -286.5653 hartree. Number 2: calculated total energy -5521.3705 hartree. Number 3: calculated total energy -4317.4994 hartree.